[1]
Entry from the Open Molecules 2025 dataset: a structure of composition C26H37Ge2MoN3O5S (ωB97M-V with the def2-TZVPD basis set).

For the frontier orbital gap (spin up / spin down), the calculation gives 0.2194 / 0.2112 Ha. The spin multiplicity is 3. The value obtained for the maximum force is 0.5 eV/Å. As for the lowest unoccupied orbital energy (spin up / spin down): -7.3576 / -7.5788 eV. The value obtained for the highest occupied orbital energy (spin up / spin down) is -13.328 / -13.327 eV. As for the total charge: +2. The value obtained for the energy above the lowest of the compared OMol25 structures with the same formula, charge and spin is 0.0 kcal per mole.

The geometry in XYZ format:
```
75
Properties=species:S:1:pos:R:3:forces:R:3
Mo -0.475 1.143 0.310 0.06 -0.11 0.48
O -1.984 4.854 5.058 0.02 0.03 0.00
C -1.605 4.096 4.043 0.00 -0.05 -0.03
C -0.525 4.411 3.199 -0.05 -0.03 0.04
C -0.242 3.534 2.181 0.11 0.14 0.08
N -0.946 2.429 1.999 0.00 -0.12 -0.27
C -1.970 2.117 2.783 -0.13 0.00 0.11
C -2.351 2.919 3.825 0.05 0.08 0.01
C -2.627 0.854 2.304 -0.12 0.00 0.10
O -3.681 0.423 2.646 -0.13 0.03 0.14
O -1.880 0.283 1.335 0.19 -0.05 -0.20
C 0.850 3.653 1.149 -0.05 0.18 -0.02
O 1.655 4.517 1.063 0.08 0.19 0.14
O 0.780 2.600 0.308 0.00 -0.51 -0.15
H -1.440 5.648 5.158 -0.02 -0.02 0.01
H 0.073 5.305 3.326 -0.01 0.00 0.01
H -3.192 2.669 4.456 0.00 0.01 0.01
C -1.751 -2.785 -0.119 -0.01 -0.03 -0.01
C -1.874 -1.818 -1.293 -0.04 0.03 0.07
Ge -0.195 -0.862 -1.697 0.11 -0.02 -0.17
C -0.191 0.184 -3.358 0.03 0.02 -0.02
C 1.003 1.128 -3.473 0.03 -0.02 -0.01
C 1.168 -2.246 -1.690 0.02 0.02 0.04
C 2.025 -2.260 -0.659 -0.13 0.03 -0.05
Ge 1.786 -0.571 0.261 0.03 0.12 -0.13
C 1.024 -0.431 2.097 0.17 0.03 -0.09
C 2.207 -0.648 3.068 -0.03 0.10 0.02
C 3.175 0.765 -0.105 0.04 -0.06 0.04
C 4.579 0.162 -0.190 0.01 0.04 -0.01
C 3.062 -3.258 -0.361 -0.01 -0.05 -0.02
C 3.964 -3.054 0.679 0.02 -0.05 0.01
C 4.949 -3.985 0.966 0.01 0.00 0.01
C 5.038 -5.143 0.211 0.02 -0.01 0.00
C 4.144 -5.362 -0.831 -0.01 0.00 -0.01
C 3.164 -4.429 -1.116 0.00 -0.03 0.02
H -2.677 -3.344 0.022 0.00 0.01 -0.01
H -1.546 -2.261 0.817 0.00 0.01 0.00
H -0.952 -3.508 -0.281 0.00 0.00 0.01
H -2.700 -1.124 -1.152 -0.01 -0.01 -0.02
H -2.074 -2.362 -2.222 0.00 0.02 -0.01
H -1.131 0.733 -3.436 -0.04 -0.02 0.01
H -0.178 -0.547 -4.171 -0.01 -0.02 0.03
H 0.985 1.902 -2.701 0.00 0.00 0.03
H 1.013 1.637 -4.437 -0.01 -0.01 0.00
H 1.946 0.585 -3.386 0.01 0.01 0.01
H 1.170 -3.028 -2.447 -0.01 0.03 -0.01
H 0.236 -1.163 2.262 -0.02 0.03 -0.05
H 0.635 0.569 2.340 -0.12 0.00 0.06
H 2.587 -1.663 2.995 0.03 -0.06 -0.02
H 1.870 -0.496 4.093 0.01 0.00 0.00
H 3.026 0.050 2.883 -0.01 -0.03 -0.01
H 3.116 1.544 0.657 -0.01 -0.01 -0.01
H 2.908 1.232 -1.052 -0.02 0.07 -0.04
H 4.913 -0.244 0.765 0.01 0.03 -0.01
H 5.288 0.938 -0.479 -0.01 0.00 -0.01
H 4.638 -0.635 -0.931 -0.01 0.00 0.01
H 3.916 -2.144 1.264 -0.04 0.03 0.07
H 5.646 -3.806 1.775 -0.01 0.00 0.00
H 5.803 -5.876 0.431 0.00 0.00 0.00
H 4.213 -6.266 -1.421 0.00 0.00 0.00
H 2.473 -4.619 -1.928 0.01 -0.01 0.02
C -5.368 0.288 -0.853 0.02 -0.01 -0.01
N -4.030 0.890 -0.753 -0.01 -0.05 0.05
C -3.365 1.644 -1.600 -0.03 0.09 0.02
S -1.852 2.436 -1.109 -0.05 0.00 -0.26
N -3.756 1.975 -2.818 0.07 0.04 0.01
C -4.958 1.596 -3.574 0.01 0.01 0.02
H -5.654 0.002 0.155 -0.01 0.01 0.00
H -5.359 -0.603 -1.478 0.00 0.00 -0.01
H -6.090 1.007 -1.225 0.00 0.00 0.00
H -3.539 0.677 0.102 0.01 0.00 0.00
H -3.136 2.622 -3.285 -0.01 -0.03 0.00
H -5.173 0.540 -3.454 0.00 -0.01 0.00
H -4.745 1.782 -4.622 0.00 0.01 0.00
H -5.815 2.196 -3.278 -0.01 0.00 0.01
```
Forces are in eV/Å.

***

[2]
Entry from the Open Molecules 2025 dataset: a cluster of 2 separate species, C8H17NP in total (ωB97M-V with the def2-TZVPD basis set).

For the frontier orbital gap, the calculation gives 0.3243 Ha. The value obtained for the maximum force is 4.3 eV/Å. As for the lowest unoccupied orbital energy: -4.0046 eV. The value obtained for the highest occupied orbital energy is -12.829 eV. As for the total charge: +1. The value obtained for the energy above the lowest of the compared OMol25 structures with the same formula, charge and spin is 17.2 kcal per mole.

The geometry in XYZ format:
```
27
Properties=species:S:1:pos:R:3:forces:R:3
C -0.887 0.515 -1.820 -0.21 0.77 -0.12
C -1.667 1.854 -1.703 -2.68 -0.74 0.55
C -2.110 1.794 -0.177 0.36 -4.02 -1.60
C -0.710 1.307 0.393 -2.75 1.45 1.82
C -0.458 -2.218 -0.671 2.43 0.61 -1.16
C 1.892 0.212 2.262 0.52 0.25 -0.13
C -0.145 -0.921 0.006 -2.20 -1.58 2.25
C 1.856 -0.902 1.524 2.36 -0.55 0.76
N -0.466 0.204 -0.448 1.19 1.09 -1.14
P 2.956 -1.594 0.187 0.22 0.47 0.60
H -1.483 -0.337 -2.063 -0.49 -0.28 -0.97
H -0.964 2.661 -1.864 -0.29 0.37 -0.31
H -2.657 1.897 -2.354 2.53 0.04 0.98
H -2.403 2.653 0.328 -0.79 1.63 0.45
H -2.969 0.926 -0.152 2.12 2.15 0.44
H -0.120 2.205 0.304 0.99 -0.18 -0.43
H -0.710 1.004 1.447 -0.07 0.06 -0.31
H 0.156 -3.002 -0.286 0.11 -0.57 0.56
H -1.469 -2.375 -0.495 -2.06 -0.55 0.78
H -0.355 -2.307 -1.757 0.29 0.63 0.13
H -0.015 0.646 -2.447 0.09 -0.38 -0.25
H 2.553 1.114 2.216 -0.57 -1.06 -0.77
H 1.237 0.264 3.104 -0.39 -0.04 0.66
H -0.092 -0.895 1.160 -0.08 -0.48 -2.49
H 1.400 -1.839 1.894 -0.54 0.91 0.26
H 3.682 -2.258 1.205 -0.11 -0.45 -0.25
H 3.949 -0.608 0.206 0.04 0.47 -0.30
```
Forces are in eV/Å.